Record 1
{"formula": "CH3N2OP", "method": "ωB97M-V/def2-TZVPD", "spin_multiplicity": 1, "max_force_ev_per_a": 3.30, "de_lowest_kcal_mol": 44.21, "orbital_gap_ev": 9.42, "homo_ev": -10.557, "smiles": "[H]/N=P/C#N.O", "species": ["H", "N", "P", "C", "N", "O", "H", "H"], "xyz": [[-0.3755, -3.2175, 2.0217], [0.3047, -2.4486, 1.9282], [0.6220, -2.0985, 0.4601], [1.8074, -0.7719, 0.8640], [2.5958, -0.0178, 1.1867], [-0.3116, 1.1008, -1.6694], [0.5721, 1.5142, -1.5914], [-1.0929, 1.3841, -1.0653]]}

Record 2
{"formula": "C7H14O", "method": "ωB97M-V/def2-TZVPD", "spin_multiplicity": 1, "max_force_ev_per_a": 3.64, "de_lowest_kcal_mol": 59.10, "orbital_gap_ev": 9.84, "homo_ev": -8.938, "smiles": "C=C(C)C/C=C/C.O", "species": ["C", "C", "C", "C", "C", "C", "C", "H", "H", "H", "H", "H", "H", "H", "H", "H", "H", "H", "H", "O", "H", "H"], "xyz": [[-0.3342, 1.4451, -1.9357], [0.0017, 1.5143, -0.6498], [-0.9817, 2.2065, 0.2292], [1.2816, 1.0120, -0.1770], [0.8740, -0.1148, 0.7197], [0.8077, -1.4075, 0.3365], [0.7387, -2.5574, 1.2994], [-1.3622, 1.4696, -2.2741], [0.3256, 0.9299, -2.5837], [-0.8645, 3.2623, 0.1280], [-2.0231, 1.8124, 0.1394], [-0.7292, 1.9135, 1.2650], [1.7435, 1.7833, 0.5001], [2.1431, 0.7364, -0.8994], [0.7394, 0.2457, 1.7961], [1.0248, -1.4495, -0.7600], [-0.0071, -2.5428, 2.0707], [1.6740, -2.6266, 1.7738], [0.4836, -3.5305, 0.8284], [-1.7320, -1.7220, -0.7461], [-1.2327, -1.1216, -0.1029], [-2.5709, -1.2585, -0.9576]]}

Record 3
{"formula": "C37H31N8OSSeSiY", "method": "ωB97M-V/def2-TZVPD", "spin_multiplicity": 1, "max_force_ev_per_a": 3.01, "de_lowest_kcal_mol": 32.14, "orbital_gap_ev": [4.93, 4.92], "homo_ev": [-6.201, -6.207], "species": ["Y", "C", "C", "C", "C", "C", "N", "C", "N", "C", "C", "C", "C", "C", "C", "C", "C", "N", "C", "N", "C", "N", "C", "N", "C", "N", "C", "C", "C", "C", "C", "C", "C", "C", "C", "C", "C", "C", "N", "C", "C", "H", "H", "H", "H", "H", "H", "H", "H", "H", "H", "H", "H", "H", "H", "H", "H", "C", "Si", "C", "C", "Se", "H", "H", "H", "H", "H", "H", "H", "H", "H", "C", "S", "C", "O", "H", "H", "H", "H", "H", "H"], "xyz": [[0.0543, -0.2912, 0.2262], [5.4369, 1.0125, -3.0419], [5.3001, -0.2946, -3.5063], [4.4492, -1.1925, -2.8874], [3.7211, -0.7456, -1.7962], [2.6823, -1.3558, -0.9866], [2.2256, -0.4395, -0.0863], [2.9724, 0.6967, -0.1849], [3.0081, 1.6450, 0.7353], [2.1337, 1.6963, 1.7241], [2.4163, 2.2035, 3.0569], [3.5811, 2.6398, 3.6666], [3.5585, 2.8242, 5.0392], [2.4050, 2.5877, 5.7834], [1.2303, 2.1695, 5.1825], [1.2460, 1.9836, 3.8111], [0.2901, 1.3761, 2.9070], [-0.9486, 1.0663, 3.2306], [-1.6260, 0.0997, 2.6566], [-1.0621, -0.9551, 2.0020], [-2.0285, -1.8848, 1.7344], [-1.8075, -3.0731, 1.2045], [-0.6610, -3.3782, 0.6082], [0.2709, -2.4827, 0.1877], [1.2664, -3.1391, -0.4749], [2.3062, -2.6149, -1.0922], [0.9866, -4.5633, -0.4529], [1.6856, -5.6572, -0.9344], [1.1583, -6.9162, -0.7070], [-0.0444, -7.0723, -0.0234], [-0.7633, -5.9839, 0.4429], [-0.2356, -4.7195, 0.2330], [-3.3207, -1.3651, 2.1778], [-4.6229, -1.8211, 2.0618], [-5.6429, -0.9795, 2.4823], [-5.3792, 0.2785, 3.0125], [-4.0795, 0.7297, 3.1661], [-3.0594, -0.1015, 2.7470], [0.8679, 1.1930, 1.6897], [3.8856, 0.5692, -1.3070], [4.7530, 1.4551, -1.9240], [6.0956, 1.6886, -3.5654], [5.8653, -0.6098, -4.3709], [4.3534, -2.2114, -3.2278], [4.4796, 2.7882, 3.0875], [4.4597, 3.1297, 5.5500], [2.4373, 2.7099, 6.8552], [0.3396, 1.9577, 5.7541], [2.6107, -5.5043, -1.4654], [1.6853, -7.7906, -1.0613], [-0.4190, -8.0693, 0.1489], [-1.7062, -6.1127, 0.9508], [-4.8363, -2.7956, 1.6493], [-6.6692, -1.3025, 2.3814], [-6.2039, 0.9106, 3.3078], [-3.8587, 1.6997, 3.5786], [4.8675, 2.4597, -1.5470], [-4.3549, 3.5599, -0.3828], [-2.9431, 3.0524, -1.5596], [-3.6185, 2.4166, -3.2405], [-1.6617, 4.4633, -1.7710], [-1.9233, 1.1600, -0.5748], [-4.9911, 4.3199, -0.8248], [-3.9548, 3.9476, 0.5481], [-4.9620, 2.6936, -0.1406], [-4.3861, 3.0706, -3.6418], [-4.0539, 1.4331, -3.0881], [-2.8361, 2.3264, -3.9892], [-2.1426, 5.3582, -2.1516], [-0.8592, 4.2004, -2.4532], [-1.2111, 4.7054, -0.8140], [-0.4066, -0.2930, -4.5676], [0.8385, -0.2302, -3.2297], [0.7935, 1.5941, -3.0376], [0.1031, -0.7556, -2.0475], [-1.3212, 0.1680, -4.2131], [-0.5740, -1.3416, -4.7826], [-0.0173, 0.2097, -5.4435], [1.2753, 2.0381, -3.9035], [1.3375, 1.8517, -2.1281], [-0.2449, 1.9077, -2.9487]]}